Entry 1:
Here is 9 unconnected molecules or ions with the total composition C4H23NO10 from the Open Molecules 2025 dataset. Energies are from ωB97M-V/def2-TZVPD.

Calculated values
Relative energy (zero: lowest compared OMol25 entry of this formula, charge and spin) (kJ/mol): 66.09
Total charge: 0
Kohn-Sham gap (eV): 10.05
LUMO (eV): 0.39

Atoms and positions in Å:
N -2.161 -0.635 -0.295
C -1.428 0.508 -0.826
C -2.108 1.853 -0.545
O -1.701 2.885 -1.036
C -1.133 0.367 -2.333
C 0.338 0.319 -2.636
O 1.073 -0.456 -2.041
H -3.142 -0.611 -0.544
H -2.065 -0.697 0.715
H -0.478 0.569 -0.304
H -3.051 1.869 0.020
H -1.572 -0.562 -2.704
H -1.618 1.149 -2.918
H 0.722 0.915 -3.469
O -0.306 -2.761 -1.154
H 0.192 -2.005 -1.520
H -1.078 -2.294 -0.775
O -1.022 -0.703 2.661
H -0.086 -0.998 2.495
H -1.159 -0.893 3.597
O 1.691 2.199 1.695
H 1.836 1.928 2.608
H 2.028 1.467 1.141
O 2.656 0.110 0.097
H 2.204 -0.012 -0.765
H 3.586 -0.076 -0.081
O 1.271 -3.822 0.813
H 0.837 -4.608 1.158
H 0.698 -3.507 0.073
O -1.110 1.915 1.703
H -0.169 2.163 1.623
H -1.117 1.039 2.134
O 1.507 -1.441 2.146
H 1.488 -2.346 1.760
H 1.925 -0.901 1.451
O 0.941 2.529 -1.647
H 1.447 2.618 -0.833
H 0.067 2.925 -1.464

These are the natural (NBO) partial charges, in e, on atoms 1 to 4:
1. N -0.87
2. C -0.16
3. C 0.49
4. O -0.60



Entry 2:
Here is 7 unconnected molecules or ions with the total composition C4H23NO6S from the Open Molecules 2025 dataset. Energies are from ωB97M-V/def2-TZVPD.

Calculated values
Relative energy (zero: lowest compared OMol25 entry of this formula, charge and spin) (kJ/mol): 0.00
Total charge: 0
Kohn-Sham gap (eV): 8.65
LUMO (eV): 0.31

Atoms and positions in Å:
C -0.275 0.651 3.154
S -0.946 -0.734 2.159
C -0.820 -0.095 0.454
C -1.010 -1.249 -0.544
C -0.696 -0.796 -1.980
N -1.635 0.192 -2.539
H -1.080 1.314 3.500
H 0.432 1.320 2.582
H 0.263 0.241 3.978
H 0.168 0.347 0.254
H -1.565 0.699 0.221
H -2.034 -1.621 -0.526
H -0.324 -2.094 -0.276
H 0.304 -0.368 -2.025
H -0.726 -1.680 -2.649
H -2.528 -0.224 -2.868
H -1.866 0.901 -1.882
O 2.382 -1.224 0.183
H 1.623 -1.852 0.233
H 2.173 -0.645 -0.564
O -0.493 -4.064 0.736
H -1.345 -3.833 1.080
H -0.047 -4.411 1.470
O 2.411 1.161 1.379
H 3.284 1.412 1.829
H 2.440 0.187 1.263
O -1.646 2.774 -0.838
H -0.932 2.805 -1.513
H -1.519 3.503 -0.245
O 0.314 2.462 -2.638
H 0.926 1.915 -2.209
H -0.231 1.794 -3.155
O 2.132 1.019 -1.291
H 2.210 1.351 -0.321
H 2.962 1.267 -1.703

These are the natural (NBO) partial charges, in e, on atoms 1 to 4:
1. C -0.75
2. S 0.15
3. C -0.54
4. C -0.44



Entry 3:
Here is 7 unconnected molecules or ions with the total composition C4H23NO7 from the Open Molecules 2025 dataset. Energies are from ωB97M-V/def2-TZVPD.

Calculated values
Relative energy (zero: lowest compared OMol25 entry of this formula, charge and spin) (kJ/mol): 178.64
Total charge: 0
Kohn-Sham gap (eV): 9.33
LUMO (eV): 0.06

Atoms and positions in Å:
C 1.064 -2.557 1.866
N 0.268 -1.411 2.235
C -0.102 -0.428 1.176
C 0.960 -0.291 0.081
C -0.208 0.862 1.984
O -1.056 1.818 1.302
H 2.107 -2.297 1.696
H 0.729 -3.129 0.998
H 1.001 -3.193 2.738
H -0.625 -1.610 2.666
H -1.064 -0.683 0.727
H 0.707 -1.099 -0.624
H 1.941 -0.654 0.372
H 0.818 0.631 -0.457
H -0.529 0.728 3.019
H 0.730 1.356 2.201
H -1.442 2.377 1.974
O -3.148 0.754 -1.943
H -2.617 1.196 -1.271
H -3.614 0.065 -1.453
O -0.219 2.741 -1.036
H -1.073 3.114 -1.271
H -0.370 2.141 -0.275
O 3.070 2.171 0.196
H 2.133 2.361 0.276
H 3.559 2.989 0.095
O -1.164 -0.955 -2.372
H -0.393 -0.375 -2.445
H -1.850 -0.294 -2.593
O 0.898 1.389 -3.195
H 0.760 2.029 -2.472
H 1.738 0.958 -3.008
O -1.213 -3.864 -0.429
H -1.136 -3.171 -1.091
H -0.663 -3.671 0.333

These are the natural (NBO) partial charges, in e, on atoms 1 to 4:
1. C -0.40
2. N -0.63
3. C -0.08
4. C -0.65



Entry 4:
Here is 13 unconnected molecules or ions with the total composition C4H24BO20 from the Open Molecules 2025 dataset. Energies are from ωB97M-V/def2-TZVPD.

Calculated values
<S²>: 0.753
Relative energy (zero: lowest compared OMol25 entry of this formula, charge and spin) (kJ/mol): 54.99
Total charge: -2
Kohn-Sham gap (spin up / spin down) (eV): 2.69 / 6.77
LUMO (spin up / spin down) (eV): 3.97 / 3.96
Spin multiplicity: 2

Atoms and positions in Å:
O -9.039 12.906 -26.875
C -8.213 13.467 -26.213
O -7.615 14.531 -26.607
B -6.855 15.085 -25.414
O -6.736 13.880 -24.508
C -7.679 13.062 -24.787
O -7.995 12.047 -24.174
O -7.566 16.218 -24.718
C -6.908 17.356 -24.792
O -7.237 18.426 -24.353
C -5.575 17.043 -25.492
O -5.546 15.731 -25.752
O -4.630 17.790 -25.755
O -7.149 15.035 -21.752
H -7.780 14.380 -21.456
H -7.391 15.208 -22.662
O -10.798 10.615 -23.755
H -9.970 11.094 -23.777
H -11.440 11.228 -24.113
O -3.100 13.864 -23.243
H -4.014 14.146 -23.285
H -3.014 13.223 -23.948
O -1.966 19.255 -26.146
H -2.224 19.687 -26.961
H -2.633 18.582 -26.011
O -7.329 15.820 -29.569
H -8.100 16.373 -29.443
H -7.634 14.934 -29.373
O -5.603 12.711 -21.615
H -5.962 12.824 -20.735
H -6.300 13.008 -22.199
O -9.465 19.426 -21.712
H -9.404 18.507 -21.451
H -8.666 19.587 -22.213
O -11.712 12.771 -28.307
H -11.104 12.822 -29.045
H -11.193 13.040 -27.549
O -8.029 20.941 -25.067
H -7.715 20.101 -24.732
H -7.257 21.507 -25.055
O -8.441 10.548 -21.708
H -8.163 11.095 -22.443
H -9.219 10.986 -21.363
O -3.682 19.507 -28.344
H -3.983 19.907 -29.160
H -3.883 18.577 -28.443
O -9.655 13.112 -30.078
H -8.875 12.742 -29.664
H -9.325 13.552 -30.861

These are the natural (NBO) partial charges, in e, on atoms 1 to 4:
1. O -0.64
2. C 0.69
3. O -0.62
4. B 1.17



Entry 5:
Here is a molecular structure, C4H24Cd2O9 from the Open Molecules 2025 dataset. Energies are from ωB97M-V/def2-TZVPD.

Calculated values
Relative energy (zero: lowest compared OMol25 entry of this formula, charge and spin) (kJ/mol): 0.00
Total charge: +2
Kohn-Sham gap (eV): 3.39
LUMO (eV): -11.09

Atoms and positions in Å:
Cd -0.861 -2.396 0.036
Cd 2.187 -1.320 2.256
C -0.683 0.332 -3.348
C -1.347 -0.837 -2.629
O -0.460 -1.639 -1.887
H -0.368 1.100 -2.635
H -1.329 0.779 -4.098
H 0.221 -0.058 -3.824
H -1.840 -1.476 -3.376
H -2.149 -0.418 -1.999
O 0.431 -1.040 1.069
H 0.654 -0.319 0.449
O 3.096 0.336 1.203
H 3.709 0.938 1.663
H 2.682 0.872 0.482
O 2.001 0.230 -1.534
H 2.583 -0.501 -1.777
H 1.098 -0.115 -1.680
O -2.677 -1.251 0.656
H -3.596 -1.561 0.642
H -2.696 -0.419 1.171
O -1.371 0.695 2.357
H -0.869 0.065 1.808
H -1.438 0.294 3.233
O -1.279 -3.567 1.794
H -0.585 -3.870 2.392
H -1.989 -3.259 2.379
O 0.853 -3.870 -0.271
H 1.647 -3.456 0.080
H 1.167 -4.680 -0.702
C 0.794 3.062 -0.066
C 0.126 3.920 1.006
O 0.045 3.256 2.257
H 1.393 3.658 -0.757
H 0.040 2.579 -0.692
H 1.493 2.370 0.409
H -0.868 4.253 0.680
H 0.617 4.886 1.129
H -0.431 2.428 2.122

These are the natural (NBO) partial charges, in e, on atoms 1 to 4:
1. Cd 1.75
2. Cd 1.68
3. C -0.64
4. C -0.07



Entry 6:
Here is 8 unconnected molecules or ions with the total composition C4H24N2O7 from the Open Molecules 2025 dataset. Energies are from ωB97M-V/def2-TZVPD.

Calculated values
<S²>: 0.751
Relative energy (zero: lowest compared OMol25 entry of this formula, charge and spin) (kJ/mol): 0.00
Total charge: -1
Kohn-Sham gap (spin up / spin down) (eV): 2.41 / 8.58
LUMO (spin up / spin down) (eV): 2.86 / 2.81
Spin multiplicity: 2

Atoms and positions in Å:
C -2.524 -1.118 -0.270
C -1.844 -1.389 -1.655
C -0.562 -0.646 -1.883
C 0.616 -1.109 -2.282
N 1.819 -0.353 -2.417
N -2.817 0.251 0.187
H -1.894 -1.606 0.466
H -3.441 -1.707 -0.409
H -1.669 -2.457 -1.670
H -2.533 -0.992 -2.410
H -0.602 0.386 -1.577
H 0.789 -2.189 -2.294
H 2.147 -0.104 -1.484
H 2.490 -0.967 -2.859
H -3.282 0.111 1.077
H -0.586 0.481 0.201
H 1.149 3.793 2.000
H 0.715 -0.276 0.648
O -0.085 0.174 0.963
H 3.995 -0.165 0.842
H 3.273 1.116 0.492
O 3.231 0.153 0.334
H 0.288 -4.011 0.739
H 0.723 -2.610 -0.053
O 0.182 -3.065 0.599
H 1.555 -1.169 2.899
H 1.002 -2.432 2.316
O 1.489 -2.115 3.099
H -0.887 3.168 -1.431
H 0.463 2.454 -1.272
O -0.379 2.621 -0.820
H 1.983 3.111 0.936
H -1.796 2.909 2.115
O 2.022 3.392 1.860
H -3.581 0.595 -0.395
H -0.555 2.537 1.407
O -0.893 3.230 2.004

These are the natural (NBO) partial charges, in e, on atoms 1 to 4:
1. C -0.23
2. C -0.43
3. C -0.27
4. C -0.08